# 1
The following is a quantum chemistry calculation of a 7-piece molecular cluster, C33H67N2O6 overall, from OMol25.

Geometry as XYZ:
```
108
Properties=species:S:1:pos:R:3:mulliken_charge:R:1
C 14.850 37.035 40.175 -1.105
N 14.810 38.037 39.012 0.478
C 14.006 39.188 39.248 -0.772
C 14.062 40.166 38.305 -0.363
C 15.110 40.172 37.288 0.909
C 16.072 39.116 37.340 -1.492
C 15.908 38.035 38.182 -0.356
C 15.232 41.242 36.282 0.859
C 13.971 41.845 35.842 0.240
C 14.025 42.806 34.848 -0.522
N 15.210 43.218 34.421 0.429
C 16.427 42.639 34.769 -0.381
C 16.443 41.719 35.728 -0.767
C 15.225 44.132 33.254 -1.222
H 14.690 36.117 40.093 0.543
H 14.116 37.273 41.032 0.105
H 15.915 37.131 40.709 0.305
H 13.072 39.209 39.806 0.493
H 13.264 40.938 38.206 0.100
H 16.803 39.113 36.668 0.565
H 16.658 37.227 38.070 0.299
H 12.943 41.668 36.382 -0.544
H 13.061 43.294 34.781 0.386
H 17.404 43.070 34.415 0.212
H 17.198 41.148 36.293 0.403
H 14.903 43.733 32.458 0.487
H 16.349 44.557 33.139 0.222
H 14.641 45.081 33.438 0.312
C 10.713 39.529 37.598 -2.707
O 10.999 39.915 38.931 -0.815
H 11.708 39.080 37.280 0.102
H 10.369 40.012 36.990 1.435
H 10.065 38.809 37.571 1.213
C 14.922 35.450 31.394 -0.986
C 13.473 35.370 32.168 -0.390
O 13.216 36.599 32.733 -0.193
C 12.018 36.706 33.411 -0.358
C 11.954 37.912 34.184 -0.756
H 15.519 34.523 31.296 0.339
H 15.526 36.106 32.210 0.237
H 14.673 35.864 30.431 0.284
H 13.739 34.734 32.985 0.330
H 12.642 34.818 31.498 0.267
H 12.211 35.967 34.329 0.169
H 11.215 36.647 32.804 0.401
H 12.158 38.815 33.373 0.215
H 12.686 38.146 34.903 0.310
H 11.069 38.030 34.760 0.079
C 7.991 39.935 41.267 -0.492
C 6.949 38.892 40.990 -0.400
O 6.275 38.571 42.277 -0.282
C 5.291 37.701 42.235 -0.296
C 4.677 37.434 43.508 -1.281
H 8.574 40.261 40.344 0.191
H 8.716 39.470 41.947 -0.098
H 7.674 40.879 41.948 0.275
H 7.499 37.995 40.634 0.181
H 6.324 39.035 40.184 0.547
H 5.590 36.808 41.841 0.376
H 4.469 38.044 41.550 0.282
H 4.033 36.636 43.329 0.397
H 4.108 38.334 43.852 0.259
H 5.502 37.180 44.125 0.341
C 13.104 38.491 44.009 -1.161
C 11.923 38.542 43.081 -0.615
O 12.032 37.265 42.326 -0.437
C 11.070 37.228 41.269 1.185
C 10.982 35.978 40.609 -2.194
H 14.209 38.611 43.629 0.193
H 12.910 37.507 44.518 0.259
H 13.016 39.443 44.531 0.396
H 11.989 39.454 42.451 0.161
H 11.080 38.638 43.446 1.011
H 11.223 37.956 40.558 -0.153
H 9.973 37.466 41.756 -0.217
H 10.975 35.157 41.276 0.521
H 11.803 35.712 40.235 0.679
H 10.139 35.852 39.946 0.350
C 6.333 36.905 33.017 -1.257
C 7.218 37.381 34.037 -0.232
O 7.763 38.572 33.528 -0.432
C 8.257 39.461 34.611 0.566
C 8.702 40.721 34.072 -1.329
H 5.448 37.608 33.028 0.244
H 5.982 35.813 33.258 0.315
H 6.700 36.865 32.102 0.413
H 7.959 36.647 34.383 0.289
H 6.694 37.441 34.957 0.351
H 9.159 38.926 34.823 -0.284
H 7.485 39.615 35.272 0.415
H 8.070 41.413 33.822 0.697
H 9.273 40.733 33.072 0.291
H 9.282 41.354 34.834 -0.011
C 10.099 43.389 37.194 -1.504
C 11.002 43.538 38.431 -0.555
O 12.225 43.982 37.902 -0.125
C 13.237 44.244 38.816 -0.061
C 14.112 45.146 38.142 -1.067
H 10.609 42.658 36.398 -0.201
H 9.648 43.929 36.709 1.234
H 9.164 42.840 37.555 0.360
H 11.188 42.476 38.621 0.113
H 10.569 44.208 39.008 0.623
H 13.906 43.560 39.293 0.190
H 12.738 45.059 39.573 0.229
H 13.533 46.121 37.940 0.255
H 14.570 44.729 37.184 0.097
H 14.896 45.378 38.912 0.401
```

For the frontier orbital gap, the calculation gives 4.718 eV. As for the net charge: -1. The energy above the lowest of the compared OMol25 structures with the same formula, charge and spin comes out at 75.7 kJ/mol.

***

# 2
The following is a quantum chemistry calculation of C17H20F3IrS4Te4 as an isolated structure, from OMol25.

Geometry as XYZ:
```
49
Properties=species:S:1:pos:R:3:nbo_charge:R:1
Ir 0.308 0.390 -0.291 0.147
C -0.947 2.866 -2.068 -0.551
C -1.105 3.397 -0.647 -0.548
S 0.091 2.722 0.551 0.441
C 1.619 3.589 -0.002 -0.536
C 2.767 2.659 -0.358 -0.554
S 2.180 1.635 -1.718 0.309
C 3.230 0.169 -1.725 -0.548
C 2.505 -0.873 -2.562 -0.546
S 0.930 -1.424 -1.795 0.499
C -0.295 -1.120 -3.101 -0.560
C -0.537 0.339 -3.448 -0.546
S -1.278 1.088 -1.974 0.405
H 0.050 3.042 -2.474 0.233
H -1.688 3.322 -2.723 0.257
H -2.082 3.121 -0.244 0.263
H -1.034 4.484 -0.619 0.255
H 1.921 4.252 0.807 0.263
H 1.326 4.208 -0.850 0.230
H 2.994 1.991 0.478 0.276
H 3.654 3.227 -0.635 0.253
H 3.335 -0.167 -0.692 0.274
H 4.210 0.391 -2.147 0.252
H 3.128 -1.760 -2.663 0.264
H 2.274 -0.503 -3.562 0.234
H -1.202 -1.567 -2.683 0.274
H -0.019 -1.698 -3.983 0.257
H -1.230 0.409 -4.285 0.258
H 0.377 0.880 -3.698 0.232
Te -2.141 -0.824 0.337 -0.034
Te -2.411 -2.842 2.031 0.003
Te -1.592 -1.528 4.316 0.106
Te -0.839 0.646 3.116 -0.077
F 7.856 0.084 5.320 -0.322
C 6.777 -0.591 5.763 0.973
F 6.450 -0.057 6.953 -0.319
F 7.162 -1.856 5.982 -0.317
C 5.639 -0.498 4.784 -0.145
C 5.082 0.752 4.535 -0.164
C 4.059 0.874 3.617 -0.189
C 3.585 -0.248 2.932 -0.158
C 4.139 -1.498 3.205 -0.132
C 5.165 -1.622 4.127 -0.181
C 2.556 -0.107 1.946 -0.043
C 1.697 0.030 1.096 -0.392
H 5.447 1.621 5.066 0.233
H 3.606 1.839 3.431 0.214
H 3.760 -2.371 2.692 0.217
H 5.595 -2.591 4.336 0.238
```

For the frontier orbital gap (spin up / spin down), the calculation gives 5.090 / 5.366 eV. As for the net charge: +1. The energy above the lowest of the compared OMol25 structures with the same formula, charge and spin comes out at 0.0 kJ/mol. The spin multiplicity is 2.

***

# 3
The following is a quantum chemistry calculation of C46H46FN5O6SSr as an isolated structure, from OMol25.

Geometry as XYZ:
```
106
Properties=species:S:1:pos:R:3:mulliken_charge:R:1
Sr -2.193 1.096 -0.458 2.104
O -3.538 0.025 -2.030 -0.349
C -3.982 0.159 -3.209 0.114
C -4.694 -0.901 -3.856 -0.853
C -5.185 -0.777 -5.129 -0.310
C -5.012 0.398 -5.879 -0.803
C -4.327 1.438 -5.294 -0.611
C -3.807 1.365 -3.992 0.743
C -3.091 2.551 -3.530 -0.507
N -2.518 2.716 -2.402 0.217
C -1.748 3.927 -2.141 -0.802
C -0.247 3.588 -2.181 -1.170
N 0.058 2.503 -1.232 0.722
C 1.266 2.145 -1.058 -1.459
C 1.751 1.134 -0.098 0.880
C 3.102 0.788 -0.162 -0.514
C 3.679 -0.111 0.719 -0.901
C 2.869 -0.669 1.720 -0.620
C 1.534 -0.354 1.829 -0.295
C 0.907 0.551 0.917 0.340
O -0.322 0.846 1.027 -0.073
H -4.832 -1.811 -3.284 0.419
H -5.725 -1.611 -5.566 0.355
H -5.404 0.480 -6.884 0.371
H -4.171 2.357 -5.853 0.289
H -3.072 3.378 -4.259 0.080
H -1.992 4.293 -1.140 -0.054
H -1.971 4.720 -2.868 0.519
H 0.340 4.482 -1.940 0.429
H 0.016 3.276 -3.198 0.414
H 2.068 2.617 -1.649 0.213
H 3.711 1.251 -0.935 0.335
H 4.733 -0.351 0.655 0.424
H 3.307 -1.359 2.436 0.419
H 0.903 -0.793 2.593 0.510
C -0.887 -6.820 0.258 -1.007
C -0.398 -5.703 1.167 -1.044
N -0.472 -4.392 0.533 0.339
C -1.564 -3.604 0.773 -0.532
C -1.805 -2.362 0.291 -0.048
C -3.136 -1.735 0.822 0.125
O -4.007 -2.556 1.116 -0.813
O -3.144 -0.487 0.969 -0.727
C -0.821 -1.825 -0.641 1.349
O -0.842 -0.746 -1.228 -0.855
C 0.337 -2.706 -0.940 0.700
C 1.313 -2.220 -1.805 -0.476
C 2.416 -2.975 -2.081 0.340
F 3.345 -2.502 -2.952 -0.410
C 2.606 -4.228 -1.498 -1.531
C 1.643 -4.714 -0.633 -0.393
C 0.498 -3.960 -0.345 0.032
N 3.773 -5.024 -1.722 0.326
C 3.594 -6.353 -2.282 -0.631
C 4.580 -7.291 -1.565 -0.770
N 5.660 -6.412 -0.987 -0.151
C 6.132 -5.429 -2.021 -0.634
C 4.989 -4.415 -2.237 -0.825
H -0.819 -7.786 0.761 0.387
H -0.303 -6.868 -0.664 0.253
H -1.927 -6.653 -0.019 0.337
H 0.626 -5.875 1.504 0.405
H -1.008 -5.651 2.067 0.495
H -2.317 -4.041 1.419 0.504
H 1.176 -1.240 -2.243 0.498
H 1.812 -5.672 -0.159 0.560
H 3.782 -6.356 -3.364 0.297
H 2.576 -6.698 -2.126 0.473
H 5.057 -8.005 -2.233 0.371
H 4.129 -7.822 -0.728 0.413
H 6.420 -6.955 -0.585 0.309
H 5.202 -5.861 -0.255 0.376
H 6.359 -6.008 -2.914 0.327
H 7.045 -4.962 -1.660 0.370
H 4.939 -4.167 -3.300 0.473
H 5.185 -3.497 -1.686 0.533
O -2.607 2.915 1.101 -0.833
S -1.815 2.811 2.410 0.683
C -2.790 3.777 3.576 -1.567
C -3.028 5.210 3.191 0.355
C -2.381 6.232 3.878 -0.141
C -2.544 7.556 3.494 -0.729
C -3.353 7.867 2.411 -0.383
C -4.003 6.852 1.721 -0.783
C -3.847 5.529 2.111 -0.059
C -0.444 3.925 2.137 -0.545
C 0.443 4.053 3.349 0.166
C 0.782 2.938 4.111 0.064
C 1.621 3.073 5.209 -0.904
C 2.130 4.316 5.555 -0.420
C 1.799 5.430 4.795 -0.695
C 0.958 5.297 3.700 -0.348
H -2.287 3.691 4.542 0.487
H -3.722 3.208 3.618 0.640
H -1.740 5.988 4.718 0.410
H -2.039 8.342 4.041 0.400
H -3.482 8.898 2.106 0.393
H -4.637 7.087 0.875 0.404
H -4.347 4.738 1.568 0.384
H -0.869 4.876 1.811 0.637
H 0.089 3.473 1.296 0.094
H 0.409 1.958 3.835 0.315
H 1.880 2.196 5.790 0.408
H 2.786 4.416 6.410 0.389
H 2.193 6.404 5.057 0.406
H 0.690 6.167 3.111 0.452
```

For the frontier orbital gap, the calculation gives 4.005 eV. As for the net charge: 0. The energy above the lowest of the compared OMol25 structures with the same formula, charge and spin comes out at 131.6 kJ/mol.

***

# 4
The following is a quantum chemistry calculation of a 9-piece molecular cluster, C60H57BN2O21PS overall, from OMol25.

Geometry as XYZ:
```
143
Properties=species:S:1:pos:R:3:mulliken_charge:R:1
O -2.313 -1.549 0.920 -0.446
B -2.954 -2.318 -0.063 0.610
O -4.344 -2.196 -0.176 -0.282
C -2.189 -3.306 -0.975 -1.060
P -1.354 -2.453 -2.493 1.215
O -1.698 -0.820 -1.958 -0.660
C -1.053 0.149 -2.726 -0.487
C 0.089 -0.528 -3.490 0.467
C 1.406 -0.547 -2.699 -0.200
C 2.261 -1.744 -3.060 -0.963
C 3.419 -2.053 -2.094 -0.518
C 4.296 -0.865 -1.638 -1.189
C 4.626 -0.885 -0.123 -0.709
C 3.893 0.275 0.582 -0.490
C 3.802 0.068 2.091 -0.937
S 3.464 1.616 3.009 -0.238
C 2.140 2.268 2.079 0.636
N 1.179 1.545 1.710 0.102
N 0.334 2.362 0.977 -0.494
C 0.852 3.496 0.982 -0.219
O 2.012 3.538 1.654 -0.413
O -0.418 -1.768 -3.839 -0.066
H -1.997 -2.164 1.592 0.179
H -4.574 -1.336 -0.549 0.226
H -1.378 -3.748 -0.396 0.221
H -2.837 -4.126 -1.278 0.243
H -0.109 -2.564 -1.772 -0.527
H -1.105 -3.773 -3.061 -0.158
H -2.582 -2.427 -3.266 -0.392
H -1.719 0.727 -3.369 -0.144
H -0.568 0.913 -2.103 0.342
H 0.280 0.129 -4.350 -0.045
H 1.212 -0.531 -1.626 -0.074
H 1.952 0.364 -2.942 0.451
H 1.589 -2.597 -3.030 0.233
H 2.619 -1.710 -4.087 0.381
H 3.016 -2.630 -1.264 0.478
H 4.090 -2.718 -2.633 0.172
H 3.899 0.101 -1.920 0.667
H 5.255 -0.979 -2.136 0.539
H 4.276 -1.805 0.334 0.340
H 5.684 -0.718 0.044 0.469
H 2.907 0.382 0.147 0.201
H 4.427 1.207 0.393 0.255
H 2.948 -0.574 2.270 0.517
H 4.703 -0.376 2.493 0.567
H 0.395 4.318 0.469 0.508
C 5.159 -5.218 -1.064 -0.273
C 4.732 -6.308 -0.431 -0.420
C 5.168 -6.615 0.953 0.348
O 4.784 -7.610 1.531 -0.563
C 6.096 -5.659 1.607 -0.404
C 6.523 -4.569 0.976 -0.348
C 6.088 -4.262 -0.410 0.587
O 6.475 -3.268 -0.982 -0.551
H 4.852 -4.975 -2.073 0.368
H 4.053 -7.016 -0.889 0.420
H 6.400 -5.901 2.618 0.407
H 7.199 -3.859 1.435 0.441
C -5.398 -0.670 -3.979 -0.197
C -4.224 -0.078 -4.170 0.159
C -3.935 0.670 -5.413 0.389
O -2.859 1.206 -5.584 -0.450
C -5.006 0.739 -6.443 -0.717
C -6.180 0.144 -6.252 -0.541
C -6.464 -0.608 -5.001 0.194
O -7.539 -1.154 -4.827 -0.586
H -5.617 -1.224 -3.077 0.736
H -3.434 -0.126 -3.431 0.116
H -4.774 1.292 -7.345 0.420
H -6.975 0.176 -6.987 0.431
C -0.386 5.220 4.553 -0.288
C 0.892 4.934 4.312 -0.196
C 1.969 5.414 5.213 0.306
O 3.134 5.156 4.998 -0.559
C 1.567 6.222 6.392 -0.439
C 0.291 6.508 6.632 -0.477
C -0.788 6.029 5.730 0.225
O -1.950 6.290 5.951 -0.558
H -1.187 4.879 3.908 0.502
H 1.203 4.348 3.461 0.420
H 2.367 6.562 7.038 0.525
H -0.019 7.096 7.487 0.458
C -0.303 0.425 4.748 -0.248
C -1.180 0.937 5.611 -0.452
C -0.972 0.831 7.075 0.283
O -1.767 1.296 7.866 -0.588
C 0.252 0.133 7.547 -0.459
C 1.128 -0.381 6.689 -0.375
C 0.917 -0.275 5.222 0.311
O 1.716 -0.735 4.437 -0.498
H -0.436 0.493 3.674 0.654
H -2.076 1.450 5.287 0.484
H 0.383 0.068 8.620 0.425
H 2.026 -0.894 7.011 0.447
C 4.329 6.814 10.863 -0.419
C 5.420 6.070 11.020 -0.338
C 5.401 4.608 10.754 0.386
O 6.394 3.931 10.901 -0.544
C 4.118 4.011 10.305 -0.364
C 3.027 4.756 10.149 -0.267
C 3.046 6.215 10.414 0.377
O 2.052 6.895 10.270 -0.549
H 4.321 7.880 11.051 0.417
H 6.364 6.486 11.345 0.400
H 4.125 2.945 10.116 0.413
H 2.083 4.339 9.823 0.493
C 0.402 5.916 -4.582 -0.449
C 1.473 5.278 -4.117 -0.455
C 1.579 3.797 -4.190 0.309
O 2.556 3.222 -3.761 -0.533
C 0.447 3.059 -4.802 -0.013
C -0.624 3.698 -5.268 -0.371
C -0.731 5.175 -5.194 0.365
O -1.704 5.764 -5.617 -0.571
H 0.304 6.994 -4.538 0.416
H 2.309 5.798 -3.668 0.434
H 0.542 1.980 -4.844 0.332
H -1.459 3.171 -5.713 0.624
C -1.740 -4.664 -8.588 -0.424
C -0.411 -4.657 -8.637 -0.408
C 0.392 -3.971 -7.590 0.210
O 1.605 -3.967 -7.645 -0.579
C -0.343 -3.299 -6.493 -0.429
C -1.673 -3.307 -6.444 -0.129
C -2.475 -3.989 -7.485 0.188
O -3.689 -4.004 -7.453 -0.572
H -2.346 -5.156 -9.339 0.403
H 0.144 -5.143 -9.430 0.404
H 0.247 -2.801 -5.731 0.704
H -2.218 -2.820 -5.644 0.527
C -8.910 -4.517 -0.213 -0.337
C -7.757 -3.894 -0.438 -0.383
C -7.522 -3.154 -1.704 0.078
O -6.471 -2.590 -1.904 -0.378
C -8.616 -3.132 -2.710 -0.348
C -9.768 -3.758 -2.478 -0.424
C -10.006 -4.497 -1.214 0.292
O -11.059 -5.067 -1.003 -0.589
H -9.106 -5.063 0.701 0.404
H -6.941 -3.891 0.275 0.487
H -8.413 -2.577 -3.626 0.582
H -10.582 -3.757 -3.192 0.454
```

For the frontier orbital gap, the calculation gives 4.183 eV. As for the net charge: -1.

***

# 5
The following is a quantum chemistry calculation of C7H18AlO4 as an isolated structure, from OMol25.

Geometry as XYZ:
```
30
Properties=species:S:1:pos:R:3:nbo_charge:R:1
C 1.473 1.299 0.926 -0.262
O 1.936 2.580 0.557 -0.557
C 1.001 3.312 -0.229 -0.062
C -0.260 3.775 0.524 -0.432
C -1.585 3.256 -0.055 -0.938
Al -2.041 1.285 -0.061 0.901
H 0.673 1.336 1.675 0.183
H 1.078 0.745 0.068 0.187
H 2.327 0.769 1.352 0.169
H 0.699 2.694 -1.088 0.169
H 1.577 4.162 -0.600 0.164
H -0.249 4.875 0.555 0.169
H -0.145 3.454 1.567 0.198
H -2.402 3.734 0.508 0.199
H -1.688 3.644 -1.083 0.188
H -1.908 0.678 1.453 -0.413
H -3.592 1.124 -0.593 -0.412
H -1.078 0.438 -1.102 -0.448
C 0.955 -2.070 -2.004 -0.269
O 0.675 -3.437 -1.651 -0.503
C 0.391 -3.618 -0.366 0.973
O 0.415 -2.781 0.493 -0.622
O 0.075 -4.910 -0.181 -0.507
C -0.287 -5.215 1.167 -0.255
H 1.203 -2.105 -3.061 0.182
H 0.095 -1.423 -1.830 0.239
H 1.797 -1.694 -1.427 0.189
H -1.149 -4.625 1.474 0.199
H 0.540 -5.006 1.844 0.188
H -0.526 -6.275 1.168 0.183
```

For the frontier orbital gap, the calculation gives 7.636 eV. As for the net charge: -1. The energy above the lowest of the compared OMol25 structures with the same formula, charge and spin comes out at 0.0 kJ/mol.

***

# 6
The following is a quantum chemistry calculation of one molecule with the formula C2H5NO3S, from OMol25.

Geometry as XYZ:
```
12
Properties=species:S:1:pos:R:3:nbo_charge:R:1
C 0.447 0.082 1.087 0.689
C -0.477 -0.189 -0.108 0.261
N -1.090 0.837 -0.751 -0.839
O 0.458 -0.786 1.893 -0.618
O 1.165 1.256 1.137 -0.701
O -1.128 -1.374 0.031 -0.647
S 1.118 -0.801 -1.519 -0.027
H -2.033 0.607 -1.144 0.400
H 0.803 2.013 0.776 0.494
H -0.618 1.420 -1.391 0.382
H -0.665 -1.690 0.828 0.512
H 2.018 -1.375 -0.837 0.094
```

For the frontier orbital gap (spin up / spin down), the calculation gives 6.359 / 6.539 eV. As for the net charge: 0. The energy above the lowest of the compared OMol25 structures with the same formula, charge and spin comes out at 0.0 kJ/mol. The spin multiplicity is 3.